DFT (wB97M-V/def2-TZVPD) results for a 12-piece molecular cluster, C30H90N6O12 overall at a distorted geometry.

```
138
C30H90N6O12 (wB97M-V/def2-TZVPD)
C -3.97055 -6.71444 -2.60836
O -4.46920 -5.43659 -2.87317
C -4.19133 -4.96163 -4.15991
C -4.59687 -3.48330 -4.19662
C -6.14331 -3.39471 -4.02472
N -4.19787 -2.91470 -5.49033
H -3.95152 -6.86501 -1.52898
H -3.01368 -6.99057 -3.05137
H -4.69306 -7.41833 -3.02143
H -3.14049 -5.04443 -4.43737
H -4.74297 -5.53536 -4.90464
H -4.01346 -3.03933 -3.39000
H -6.71171 -3.89478 -4.80891
H -6.49504 -2.36312 -4.01037
H -6.38245 -3.90989 -3.09440
H -4.57975 -1.98554 -5.59485
H -4.80847 -3.39795 -6.13356
C 3.19499 9.16485 -8.25712
O 2.63014 7.96124 -7.85375
C 3.49609 6.86669 -8.02637
C 2.91028 5.58979 -7.34578
C 3.16045 5.54062 -5.81067
N 3.41358 4.36197 -7.92251
H 3.58004 9.61552 -7.34239
H 2.37927 9.72184 -8.71806
H 4.01762 9.06465 -8.96519
H 3.70454 6.71339 -9.08522
H 4.42895 7.05962 -7.49662
H 1.84952 5.67781 -7.58062
H 2.71680 6.38991 -5.29108
H 4.22388 5.62440 -5.58662
H 2.75577 4.63298 -5.36288
H 2.85043 3.62579 -7.52126
H 3.18821 4.35655 -8.90703
C 4.80613 8.10078 0.65088
O 3.75856 8.22598 1.61256
C 2.45964 7.77055 1.25974
C 1.40489 7.99598 2.41566
C -0.02483 7.56839 2.13694
N 1.32864 9.40654 2.71602
H 5.69427 8.33741 1.23682
H 4.68205 8.62123 -0.29877
H 5.02730 7.05805 0.42305
H 2.06577 8.25950 0.36874
H 2.59147 6.72018 1.00005
H 1.77378 7.48871 3.30712
H -0.39501 7.95853 1.18886
H -0.67756 7.92533 2.93358
H -0.10729 6.48621 2.03605
H 1.40167 9.84378 1.80850
H 2.25709 9.68608 2.99877
C 6.06487 -3.54531 -4.35959
O 4.77157 -3.64442 -4.94475
C 4.15232 -2.35398 -4.91445
C 2.70540 -2.56068 -5.43261
C 2.52431 -3.31151 -6.77138
N 1.98015 -1.28971 -5.46711
H 6.51456 -4.50809 -4.11684
H 6.09299 -2.98818 -3.42315
H 6.70952 -3.00881 -5.05579
H 4.05897 -1.99624 -3.88907
H 4.69295 -1.62353 -5.51635
H 2.17860 -3.21110 -4.73437
H 1.49618 -3.33048 -7.13288
H 2.84787 -4.34007 -6.61181
H 3.10038 -2.87340 -7.58643
H 1.83359 -0.88496 -4.55344
H 1.07314 -1.64658 -5.73183
C -6.31048 1.94689 4.14295
O -6.17733 1.04715 3.11773
C -4.95233 0.31460 3.10556
C -5.03249 -0.75158 1.96831
C -6.08172 -1.79800 2.32248
N -3.76385 -1.50938 1.93201
H -6.66260 1.41529 5.02699
H -7.02805 2.70534 3.82998
H -5.37947 2.44667 4.41042
H -4.09871 0.96058 2.90027
H -4.80439 -0.15290 4.07904
H -5.23091 -0.25263 1.01975
H -6.04510 -2.18997 3.33890
H -6.16515 -2.65580 1.65515
H -7.00646 -1.23270 2.20674
H -3.84142 -2.23096 1.22959
H -3.71882 -2.04888 2.78467
C -1.39927 -5.19106 6.21809
O -2.53106 -5.82140 5.64275
C -3.17489 -6.75197 6.49396
C -3.63397 -8.01331 5.73996
C -4.49830 -8.92584 6.55816
N -2.49514 -8.77405 5.33035
H -0.76270 -5.87856 6.77507
H -1.69107 -4.32330 6.80965
H -0.81053 -4.78954 5.39332
H -2.51507 -6.95612 7.33720
H -3.97949 -6.26273 7.04292
H -4.16173 -7.79408 4.81179
H -4.17511 -9.07292 7.58870
H -4.65330 -9.91239 6.12135
H -5.44313 -8.38412 6.60215
H -1.91793 -8.88045 6.15231
H -1.86478 -8.18617 4.80391
C -0.52833 4.31251 7.80676
O -0.29774 3.09389 8.50043
H 0.03512 5.02850 8.40508
H -0.25674 4.28957 6.75139
H -1.56268 4.65063 7.74444
H -0.92283 2.91384 9.20644
C 6.42837 -3.40072 4.40050
O 7.57594 -3.63089 5.21378
H 5.55361 -2.95567 4.87467
H 6.75225 -2.92891 3.47282
H 6.06532 -4.37491 4.07300
H 8.07838 -2.81364 5.24921
C 5.25704 1.47872 7.11080
O 4.40805 0.80568 7.98342
H 4.67997 1.90287 6.28911
H 5.87343 2.27833 7.52165
H 5.94277 0.76226 6.65853
H 3.74883 1.43544 8.28416
C 1.79057 0.52233 0.84923
O 0.72087 0.60682 -0.01096
H 2.01624 -0.51883 1.07987
H 2.71150 0.92913 0.43152
H 1.63793 0.95149 1.83948
H 0.09457 -0.03250 0.33636
C 2.06524 -6.21846 0.59921
O 2.56020 -7.12012 1.52448
H 1.20977 -5.67928 1.00610
H 2.88786 -5.52637 0.41916
H 1.74451 -6.71467 -0.31677
H 3.29592 -7.61914 1.16216
C -3.46366 4.54428 -4.37579
O -4.54681 3.75849 -4.88836
H -2.64201 3.89411 -4.07530
H -3.11296 5.34963 -5.02118
H -3.76260 5.06954 -3.46869
H -5.27447 3.90588 -4.27978
```

## Properties
- SMILES: COC[C@H](C)N.COC[C@H](C)N.COC[C@H](C)N.COC[C@H](C)N.COC[C@H](C)N.COC[C@H](C)N.CO.CO.CO.CO.CO.CO
- HOMO-LUMO gap: 0.3427 Ha
- E_HOMO: -9.2 eV
- E_LUMO: 0.081 eV

Atom charges from the Löwdin analysis, given in e for atoms 1 to 2: -0.1157, -0.1893